No. 1
# C31H63N12O22

A 14-piece molecular cluster, C31H63N12O22 overall (wB97M-V/def2-TZVPD, the Open Molecules 2025 dataset).

Each line ends with the Mulliken charge.
Element x y z (Å)
C: 2.16082 -0.55319 3.17362  -1.43
C: 1.84283 -0.88526 1.72765  0.17
C: 0.36794 -0.70254 1.38073  0.87
N: 0.13905 -0.99864 -0.06245  1.21
C: 0.44689 -2.42325 -0.38344  -0.60
C: 0.74040 -0.00073 -1.01078  0.05
C: -0.13326 1.25020 -0.90551  0.31
C: -1.50536 0.72943 -0.43547  0.16
C: -1.33286 -0.77184 -0.33965  -0.86
H: 1.56969 -1.09758 3.90873  0.18
H: 1.91220 0.50143 3.35527  0.25
H: 3.21608 -0.64786 3.41912  0.39
H: 1.99848 -1.96910 1.64357  0.16
H: 2.52003 -0.39524 1.03220  -0.06
H: 0.05216 0.31404 1.60789  -0.92
H: -0.26894 -1.39832 1.92006  0.03
H: -0.14887 -2.93475 0.36713  -0.03
H: 1.49630 -2.69100 -0.31712  0.30
H: 0.12261 -2.58848 -1.40750  0.16
H: 0.53408 -0.37613 -2.01509  -0.96
H: 1.80576 0.14573 -0.88007  0.65
H: -0.18360 1.88800 -1.78141  0.26
H: 0.27834 1.88202 -0.11414  -0.15
H: -2.24486 0.87986 -1.22252  0.69
H: -1.85829 1.27345 0.43487  -0.42
H: -1.52502 -1.18954 -1.32501  0.26
H: -1.89558 -1.22539 0.47173  0.47
C: -0.13445 -3.64571 5.45512  -0.74
N: -0.77286 -3.08796 4.21652  0.92
O: -0.62941 -3.73998 3.19434  -0.54
O: -1.27498 -1.98772 4.24751  -0.46
H: -0.40819 -4.69359 5.43953  0.32
H: -0.55679 -3.10399 6.29151  0.28
H: 0.92473 -3.47956 5.29381  0.23
C: -4.42957 -1.20841 2.89385  -0.82
N: -3.55964 -0.08130 3.32319  0.83
O: -2.94758 0.51969 2.48014  -0.36
O: -3.55570 0.17198 4.48747  -0.54
H: -4.49740 -1.16710 1.81389  0.24
H: -5.37007 -1.11929 3.41773  0.35
H: -3.86209 -2.09145 3.17787  0.22
C: -5.81998 2.94416 -1.02570  -0.73
N: -5.09446 3.28921 0.24517  0.90
O: -4.26831 2.47711 0.56261  -0.41
O: -5.31995 4.30664 0.81946  -0.57
H: -5.04654 2.72149 -1.74973  0.24
H: -6.54024 3.70607 -1.27897  0.28
H: -6.25818 2.00904 -0.67448  0.30
C: -2.65238 0.70051 -5.82539  -1.02
N: -1.85578 0.84281 -4.57974  1.07
O: -0.80032 1.42222 -4.65475  -0.57
O: -2.28976 0.32969 -3.56558  -0.42
H: -3.49190 1.37650 -5.63253  0.34
H: -3.09992 -0.28289 -5.89293  0.31
H: -2.06218 1.03566 -6.66419  0.33
C: -1.11948 -3.23501 -5.86675  -0.71
N: -0.94752 -3.56286 -4.44588  0.76
O: -1.01705 -2.65444 -3.65339  -0.36
O: -0.67720 -4.70170 -4.15244  -0.54
H: -1.19736 -4.10945 -6.50587  0.37
H: -0.16583 -2.83518 -6.22988  0.28
H: -1.90126 -2.49663 -5.96761  0.15
C: 0.96636 6.26114 -1.33445  -0.89
N: 1.05157 4.78264 -1.33951  0.94
O: 0.67118 4.20609 -0.35481  -0.44
O: 1.29968 4.25247 -2.38528  -0.54
H: 1.89949 6.75993 -1.56635  0.30
H: 0.43485 6.58194 -0.45000  0.33
H: 0.31489 6.47951 -2.18542  0.29
C: 4.93878 -5.11283 3.47816  -0.68
N: 3.92000 -4.44665 4.33998  0.84
O: 3.63072 -3.30052 4.06901  -0.45
O: 3.34514 -5.14071 5.13375  -0.53
H: 5.67698 -4.43977 3.06654  0.23
H: 4.38224 -5.65044 2.71740  0.26
H: 5.41236 -5.83528 4.14000  0.32
C: 7.25109 -1.21510 -0.04406  -0.81
N: 5.99285 -1.88622 0.40437  0.88
O: 6.02578 -3.09058 0.59561  -0.56
O: 5.00612 -1.18837 0.46297  -0.44
H: 6.92156 -0.57376 -0.85729  0.32
H: 7.96444 -1.94029 -0.41389  0.32
H: 7.67926 -0.62512 0.75876  0.30
C: -1.69936 3.77879 2.79891  -0.62
N: -0.80995 2.69222 3.28903  0.98
O: 0.12642 2.36269 2.56541  -0.40
O: -1.00938 2.17669 4.36100  -0.58
H: -1.21585 4.09631 1.87956  0.14
H: -1.77928 4.56952 3.53151  0.34
H: -2.64266 3.28965 2.56062  0.20
C: -2.53565 -6.32684 0.74725  -0.81
N: -2.76605 -4.87147 0.91521  0.93
O: -2.19594 -4.15412 0.13959  -0.48
O: -3.48405 -4.48165 1.80004  -0.54
H: -1.48772 -6.41578 1.02270  0.30
H: -2.74451 -6.64553 -0.26686  0.29
H: -3.18707 -6.88973 1.40547  0.31
C: 2.02284 2.96740 5.80916  -0.61
N: 2.95411 2.35673 6.78618  0.96
O: 3.82349 3.05927 7.24599  -0.57
O: 2.78573 1.20427 7.06613  -0.55
H: 2.21454 2.50455 4.84192  0.15
H: 2.21192 4.02990 5.76419  0.33
H: 1.01365 2.68576 6.09255  0.28
C: 3.84386 -2.61513 -3.24858  -0.99
C: 2.54888 -2.44030 -3.73945  -0.10
C: 2.08227 -1.19963 -4.15533  0.17
C: 2.92277 -0.09427 -4.05966  -0.25
C: 4.23380 -0.27949 -3.64358  -0.60
C: 4.70274 -1.52865 -3.25158  -0.39
H: 4.16944 -3.62102 -3.01484  0.43
H: 1.88701 -3.30035 -3.68761  0.34
H: 1.01795 -1.17150 -4.36379  0.08
H: 2.61119 0.91075 -4.31352  0.49
H: 4.88596 0.58300 -3.57003  0.37
H: 5.66611 -1.59382 -2.75583  0.45
C: -2.99249 5.70075 -4.08568  -0.58
C: -3.61763 5.93576 -2.86109  -0.52
C: -3.24948 5.18450 -1.74868  -1.00
C: -2.40704 4.09244 -1.90214  0.72
C: -1.80983 3.83103 -3.12436  0.03
C: -2.10573 4.62960 -4.22047  -0.88
H: -3.23926 6.27840 -4.96670  0.43
H: -4.30605 6.77055 -2.81847  0.41
H: -3.58709 5.53514 -0.78016  0.49
H: -2.27135 3.41786 -1.06109  0.23
H: -1.20183 2.94962 -3.29187  0.09
H: -1.57227 4.57413 -5.16292  0.44

The calculation puts the total energy at -96058.9926 eV. As for the total charge: +1. For the molecular weight, the calculation gives 955.91 g mol⁻¹. The calculation puts the highest occupied orbital energy at -11.40 eV.

No. 2
# C31H64NO15S7

A 8-piece molecular cluster, C31H64NO15S7 overall (wB97M-V/def2-TZVPD, the Open Molecules 2025 dataset).

Each line ends with the Mulliken charge.
Element x y z (Å)
C: 1.66562 -1.35306 -2.40977  -1.42
C: 0.87403 -1.08575 -1.14750  0.56
O: 1.02547 -1.83993 -0.11451  -0.38
N: 0.00430 0.17674 -1.10235  0.61
H: 0.57999 0.90057 -0.76356  0.08
H: -0.33933 0.37500 -1.94187  0.56
C: -1.00656 0.24619 0.02077  0.05
H: 1.10814 -1.99870 -2.94812  0.61
H: 2.56449 -1.94422 -2.17951  0.34
H: 1.77302 -0.47533 -3.17425  0.21
H: -1.47749 1.31671 -0.03023  0.01
H: -0.78391 0.08757 1.09178  0.26
H: -1.83081 -0.50240 0.17440  -0.25
C: 3.24977 -1.96883 3.25039  -0.80
C: 4.51457 -1.51525 2.53764  -0.70
C: 4.65840 -0.15333 2.54051  -1.25
S: 3.07224 0.43123 2.13160  1.18
O: 2.81526 0.44337 0.73505  -0.05
O: 2.75582 1.57925 2.89680  -0.82
C: 2.15789 -0.94966 2.86534  -0.42
H: 3.28945 -2.13219 4.26889  0.43
H: 2.84356 -2.87150 2.86299  0.32
H: 4.73183 -1.83171 1.59400  0.34
H: 5.44642 -1.82983 3.14079  0.33
H: 5.45022 0.12018 1.63509  0.15
H: 5.02999 0.04122 3.31903  0.99
H: 1.57930 -1.22472 2.08384  -0.40
H: 1.60418 -0.66724 3.60798  0.82
C: 3.25849 4.47549 0.95100  -0.46
C: 3.68628 4.94535 -0.47528  -0.59
C: 2.83772 4.38654 -1.47396  -0.13
S: 1.27036 4.11001 -0.72269  0.87
O: 1.04900 2.64237 -0.78058  -0.59
O: 0.43709 5.10764 -1.27976  -0.76
C: 1.73731 4.48763 0.92109  -0.83
H: 3.63069 5.17450 1.58352  0.64
H: 3.68473 3.51060 0.99421  -0.14
H: 4.78660 4.57860 -0.55451  0.25
H: 3.50068 5.97769 -0.55695  0.40
H: 3.23893 3.38550 -1.93729  -0.40
H: 2.77784 5.06091 -2.31000  0.47
H: 1.40642 3.65000 1.27120  0.36
H: 1.22775 5.30018 1.29936  0.49
C: -1.09995 -5.23107 -1.06963  -0.85
C: -2.25702 -4.52944 -0.31305  0.34
C: -2.38781 -5.15245 0.93305  -0.63
S: -0.76331 -5.32157 1.58230  1.09
O: -0.61855 -6.59591 2.19205  -0.76
O: -0.26113 -4.10551 2.22506  -0.42
C: 0.08481 -5.44230 0.03132  -0.49
H: -0.80520 -4.58639 -2.03233  0.21
H: -1.26430 -6.20813 -1.44933  0.41
H: -3.25804 -4.50794 -0.98520  0.21
H: -2.05435 -3.53577 -0.00294  -0.20
H: -2.84894 -6.28353 0.78256  0.23
H: -3.01371 -4.63127 1.73056  0.44
H: 0.46459 -6.47726 -0.19249  0.42
H: 0.72096 -4.64837 -0.14897  0.09
C: 7.08352 -0.21799 -4.09842  -0.85
C: 6.51211 0.96064 -4.90972  -0.60
C: 6.13477 1.98569 -4.05664  -0.89
S: 5.31561 1.13670 -2.75032  1.27
O: 3.95560 0.93685 -3.16303  -0.64
O: 5.66594 1.75263 -1.45207  -0.78
C: 6.17465 -0.27089 -2.88384  -0.96
H: 8.14981 -0.06534 -3.75829  0.26
H: 6.98188 -1.11276 -4.45571  0.47
H: 5.57948 0.52046 -5.25437  0.25
H: 7.06936 1.39266 -5.67542  0.45
H: 5.64158 2.82367 -4.42326  0.56
H: 7.11318 2.48385 -3.53073  0.27
H: 5.45403 -1.09471 -2.86460  0.33
H: 6.52693 -0.58371 -2.02539  0.81
C: -2.54535 -2.54541 5.59236  -0.66
C: -2.63876 -1.13911 6.17120  -0.65
C: -2.90693 -0.18738 5.11743  -0.78
S: -1.94209 -0.66075 3.79312  1.20
O: -0.63901 -0.07780 3.98121  -0.71
O: -2.61264 -0.49628 2.57078  -0.55
C: -1.60507 -2.35899 4.36124  0.22
H: -3.51464 -2.88398 5.18654  0.30
H: -2.18932 -3.52718 6.22272  0.29
H: -1.60579 -0.61111 6.71846  0.18
H: -3.34284 -1.13054 6.90958  0.52
H: -2.81753 0.79909 5.50875  0.48
H: -3.92721 -0.40821 4.87610  0.30
H: -0.47019 -2.63898 4.46402  0.27
H: -1.85373 -3.12921 3.47096  -0.45
C: -6.66926 -2.12642 0.27661  -1.23
C: -7.01119 -1.95626 -1.16725  -0.81
C: -6.15306 -0.87994 -1.79301  -0.78
S: -4.65653 -0.96040 -0.92236  1.54
O: -4.47922 0.38101 -0.32958  -0.74
O: -3.62267 -1.65142 -1.64483  -0.66
C: -5.10998 -1.97971 0.48523  -0.07
H: -6.90108 -2.90955 0.68512  0.81
H: -7.33143 -1.30758 0.65657  0.25
H: -8.08521 -1.71102 -1.42042  0.34
H: -6.79628 -2.73293 -1.72467  0.43
H: -6.65456 0.12171 -1.73924  0.30
H: -6.04747 -1.11933 -2.86036  0.39
H: -4.89537 -1.29957 1.38291  0.13
H: -4.67843 -2.91160 0.56728  0.06
C: -2.96517 5.35624 -2.63583  -0.58
C: -3.99836 4.71925 -1.67325  -0.48
C: -3.49036 3.49930 -1.29022  -0.51
S: -2.57745 2.83369 -2.73446  0.83
O: -3.48463 1.86410 -3.33243  -0.70
O: -1.23604 2.49996 -2.32222  -0.33
C: -2.56925 4.38988 -3.66790  -0.91
H: -2.13412 5.88406 -2.00098  0.08
H: -3.40138 6.24471 -2.81954  0.61
H: -4.93799 4.59892 -2.16010  0.35
H: -4.08065 5.37774 -0.62736  0.24
H: -4.03331 2.68585 -0.85872  0.46
H: -2.65717 3.66765 -0.56585  0.16
H: -3.07005 4.26649 -4.51895  0.57
H: -1.54352 4.59273 -4.04440  0.30

The calculation puts the total energy at -141211.6194 eV. As for the total charge: +1. For the molecular weight, the calculation gives 915.31 g mol⁻¹. The calculation puts the highest occupied orbital energy at -11.78 eV. For the energy above the lowest of the compared OMol25 structures with the same formula, charge and spin, the calculation gives 35.2 kcal/mol.